Formula: C21H27N5O2
Source: OMol25
Level of theory: the ωB97M-V functional and the def2-TZVPD basis

ORCA input file:
```
! RIJCOSX wB97M-V def2-TZVPD def2/J DEFGRID3
* xyz 0 1
C -4.516 -2.855 -1.472
C -3.565 -1.681 -1.288
C -3.321 -1.406 0.199
N -2.324 -0.388 0.416
C -1.076 -0.490 0.943
N -0.507 -1.672 1.330
C -0.348 -2.743 0.351
C 1.093 -2.808 -0.194
C 1.723 -1.417 -0.117
C 3.054 -1.323 -0.872
C 3.591 0.078 -0.794
C 4.695 0.384 -0.010
C 5.148 1.688 0.096
C 4.499 2.706 -0.579
C 3.400 2.412 -1.368
C 2.953 1.108 -1.477
C 1.895 -1.046 1.360
C 0.675 -1.526 2.163
N -0.502 0.694 1.131
C -1.396 1.596 0.689
C -2.547 0.970 0.231
C -3.652 1.708 -0.284
O -4.716 1.304 -0.713
N -3.367 3.077 -0.247
C -2.233 3.745 0.173
O -2.149 4.951 0.112
N -1.222 2.946 0.658
C 0.022 3.527 1.110
H -4.695 -3.034 -2.529
H -4.102 -3.762 -1.034
H -5.470 -2.645 -0.994
H -2.617 -1.889 -1.792
H -3.997 -0.785 -1.735
H -3.003 -2.311 0.722
H -4.257 -1.054 0.642
H -0.613 -3.691 0.833
H -1.037 -2.571 -0.473
H 1.073 -3.169 -1.223
H 1.694 -3.506 0.392
H 1.030 -0.702 -0.573
H 3.771 -2.026 -0.444
H 2.890 -1.598 -1.917
H 5.206 -0.405 0.523
H 6.010 1.909 0.709
H 4.848 3.724 -0.493
H 2.891 3.202 -1.902
H 2.098 0.885 -2.100
H 1.993 0.035 1.448
H 2.798 -1.510 1.758
H 0.861 -2.508 2.605
H 0.440 -0.822 2.960
H -4.102 3.683 -0.595
H 0.853 3.106 0.543
H -0.039 4.602 0.956
H 0.171 3.305 2.167
*
```

As for the lowest unoccupied orbital energy: 0.0234 hartree. As for the SMILES: CCCn1c(N2CCC(Cc3ccccc3)CC2)nc2c1c(=O)[nH]c(=O)n2C.



Formula: C21H27N5O3
Source: OMol25
Level of theory: the ωB97M-V functional and the def2-TZVPD basis

ORCA input file:
```
! RIJCOSX wB97M-V def2-TZVPD def2/J DEFGRID3
* xyz 0 1
C 6.879 2.024 -1.520
C 6.779 0.705 -0.756
O 6.011 -0.266 -1.446
C 4.622 -0.168 -1.257
C 4.162 -0.879 0.029
N 2.805 -0.495 0.387
C 1.771 -1.345 -0.047
O 2.003 -2.363 -0.675
C 0.505 -0.849 0.359
C 0.348 0.314 1.095
N -0.952 0.550 1.379
C -1.602 -0.470 0.821
N -0.781 -1.340 0.188
C -1.204 -2.525 -0.507
C -2.552 -2.963 0.066
C -3.149 -4.102 -0.750
C -3.489 -1.751 0.093
N -2.929 -0.700 0.917
C -3.802 0.379 1.341
C -4.296 1.187 0.168
C -5.598 1.060 -0.296
C -6.021 1.776 -1.404
C -5.141 2.617 -2.062
C -3.839 2.745 -1.608
C -3.418 2.034 -0.498
N 1.412 1.079 1.456
C 1.211 2.294 2.213
C 2.685 0.688 1.097
O 3.658 1.350 1.399
H 7.549 2.700 -0.995
H 7.263 1.846 -2.521
H 5.904 2.499 -1.599
H 7.773 0.261 -0.653
H 6.367 0.888 0.243
H 4.158 -0.646 -2.124
H 4.302 0.881 -1.215
H 4.175 -1.959 -0.116
H 4.822 -0.603 0.854
H -1.296 -2.312 -1.579
H -0.437 -3.293 -0.383
H -2.398 -3.295 1.099
H -3.338 -3.781 -1.772
H -2.464 -4.946 -0.776
H -4.088 -4.433 -0.314
H -3.670 -1.396 -0.932
H -4.452 -2.032 0.527
H -4.643 -0.061 1.887
H -3.215 1.005 2.015
H -6.289 0.404 0.215
H -7.038 1.675 -1.753
H -5.470 3.174 -2.927
H -3.150 3.402 -2.119
H -2.406 2.129 -0.135
H 2.189 2.669 2.507
H 0.602 2.075 3.089
H 0.696 3.035 1.601
*
```

As for the lowest unoccupied orbital energy: 0.0221 hartree. As for the SMILES: CCOCCn1c(=O)c2c(nc3n2C[C@H](C)CN3Cc2ccccc2)n(C)c1=O.



Formula: C21H27N5O5P
Source: OMol25
Level of theory: the ωB97M-V functional and the def2-TZVPD basis

ORCA input file:
```
! RIJCOSX wB97M-V def2-TZVPD def2/J DEFGRID3
* xyz -1 1
O -4.292 1.157 -2.558
C -3.370 0.435 -3.018
O -3.194 -0.140 -4.083
P -1.977 0.379 -1.789
O -1.006 -0.732 -1.801
O -2.724 0.483 -0.372
O -1.193 1.794 -1.969
H -3.555 0.974 -0.491
H -1.748 2.476 -2.377
N 0.475 0.640 -4.465
C 1.788 0.627 -4.842
C 1.843 0.250 -6.160
C 0.503 0.025 -6.586
C -0.317 0.281 -5.515
H 0.134 0.843 -3.538
H 2.570 0.874 -4.143
H 2.740 0.139 -6.746
H 0.179 -0.293 -7.563
H -1.388 0.226 -5.391
N 2.205 -1.705 1.169
C 1.299 -0.954 0.468
C 0.201 -0.773 1.259
C 0.448 -1.446 2.488
C 1.697 -2.007 2.409
H 3.106 -1.986 0.828
H 1.495 -0.625 -0.538
H -0.685 -0.230 0.977
H -0.217 -1.507 3.334
H 2.262 -2.590 3.119
N -4.183 4.876 -0.179
C -3.569 5.832 0.582
C -2.277 5.428 0.796
C -2.107 4.178 0.138
C -3.303 3.866 -0.454
H -5.136 4.902 -0.489
H -4.098 6.713 0.905
H -1.536 5.966 1.363
H -1.218 3.571 0.103
H -3.614 3.020 -1.047
N 0.337 0.798 5.373
C -0.582 1.497 4.643
C -1.678 1.703 5.439
C -1.407 1.100 6.698
C -0.156 0.547 6.624
H 1.230 0.495 5.027
H -0.385 1.780 3.624
H -2.576 2.222 5.146
H -2.059 1.070 7.556
H 0.420 0.000 7.350
N 3.492 -4.969 0.610
C 3.770 -6.296 0.780
C 4.479 -6.719 -0.313
C 4.628 -5.602 -1.179
C 4.003 -4.540 -0.583
H 2.965 -4.401 1.251
H 3.441 -6.824 1.658
H 4.843 -7.720 -0.478
H 5.124 -5.584 -2.135
H 3.871 -3.524 -0.917
*
```

As for the lowest unoccupied orbital energy: 0.0875 hartree.



Formula: C21H27NO7
Source: OMol25
Level of theory: the ωB97M-V functional and the def2-TZVPD basis

ORCA input file:
```
! RIJCOSX wB97M-V def2-TZVPD def2/J DEFGRID3
* xyz 0 1
O 2.017 0.194 1.413
C 1.037 0.716 1.922
C -0.332 0.403 1.399
C -0.644 -0.828 1.004
C -1.973 -1.206 0.415
C -1.700 -2.014 -0.841
C -1.435 -3.370 -0.698
C -1.068 -4.175 -1.772
C -0.965 -3.568 -2.999
C -1.240 -2.210 -3.154
C -1.618 -1.415 -2.100
O -1.068 -1.859 -4.468
C -0.601 -3.023 -5.116
O -0.618 -4.104 -4.210
C -2.878 0.031 0.260
C -2.079 1.337 0.173
O -1.419 1.355 -1.050
C -0.494 2.405 -1.282
C 0.487 1.925 -2.348
C 1.249 0.692 -1.868
C 2.149 0.096 -2.947
O 2.704 -1.135 -2.546
O -1.193 1.476 1.263
N 1.141 1.610 2.928
C 0.071 2.077 3.779
C 0.275 1.509 5.192
O 1.537 1.858 5.708
C 2.575 1.379 4.881
C 2.450 1.936 3.461
H 0.094 -1.608 1.099
H -2.461 -1.886 1.125
H -1.506 -3.822 0.281
H -0.864 -5.225 -1.648
H -1.813 -0.368 -2.242
H 0.431 -2.857 -5.471
H -1.249 -3.252 -5.975
H -3.530 0.113 1.132
H -3.499 -0.057 -0.630
H -2.749 2.211 0.273
H 0.043 2.647 -0.357
H -1.035 3.303 -1.616
H -0.074 1.673 -3.249
H 1.177 2.736 -2.585
H 0.532 -0.072 -1.567
H 1.854 0.943 -0.993
H 1.569 -0.119 -3.849
H 2.948 0.807 -3.210
H 3.021 -1.039 -1.640
H -0.895 1.773 3.386
H 0.114 3.171 3.823
H -0.463 1.921 5.881
H 0.172 0.412 5.159
H 3.508 1.703 5.344
H 2.548 0.279 4.844
H 3.204 1.496 2.807
H 2.559 3.025 3.480
*
```

As for the lowest unoccupied orbital energy: 0.0235 hartree. As for the SMILES: O=C(C1=C[C@H](c2ccc3c(c2)OCO3)C[C@H](OCCCCO)O1)N1CCOCC1.



Per-record E_HOMO, eV: -7.84; -7.64; -5.34; -7.90